1.
{"formula": "C32H31N11O2S3Zr", "method": "the ωB97M-V functional and the def2-TZVPD basis", "total_energy_ev": -87925.5131, "multiplicity": 1, "homo_lumo_gap_ev": 4.9, "relative_energy_kcal_mol": 35.8, "charge": 4, "elements": ["Zr", "C", "C", "N", "C", "C", "N", "C", "C", "C", "C", "C", "N", "C", "C", "N", "C", "C", "N", "C", "C", "C", "N", "C", "C", "H", "H", "H", "H", "H", "H", "H", "H", "H", "H", "H", "H", "O", "C", "N", "C", "O", "C", "C", "C", "C", "N", "C", "H", "H", "H", "H", "H", "H", "H", "H", "C", "N", "C", "C", "N", "C", "S", "H", "H", "H", "H", "H", "H", "S", "C", "N", "C", "C", "S", "H", "H", "H", "H", "H"], "coordinates": [[-0.8962, -0.2144, 0.5712], [-0.6680, -0.4990, -3.8347], [-1.1420, -0.2982, -2.5430], [-0.2962, -0.1902, -1.5070], [1.0404, -0.3093, -1.7547], [1.4762, -0.4635, -3.0828], [0.6331, -0.5527, -4.0805], [1.8967, -0.2982, -0.5681], [3.2831, -0.3030, -0.5851], [4.0222, -0.2473, 0.6109], [3.2774, -0.1798, 1.8046], [1.8899, -0.2132, 1.7784], [1.2018, -0.2730, 0.6038], [1.0191, -0.1341, 2.9555], [1.4633, -0.1320, 4.2908], [0.6318, -0.0299, 5.2988], [-0.6630, 0.0898, 5.0526], [-1.1472, 0.0921, 3.7446], [-0.3213, -0.0390, 2.6910], [5.4925, -0.2017, 0.6049], [6.2396, -0.1930, 1.7928], [7.6221, -0.0623, 1.7232], [8.2351, 0.0319, 0.5731], [7.5925, -0.0143, -0.5641], [6.2091, -0.1281, -0.5996], [-1.3254, -0.6305, -4.6829], [-2.2068, -0.2435, -2.3286], [2.5235, -0.5372, -3.3383], [3.7896, -0.3487, -1.5334], [3.7875, -0.0915, 2.7486], [2.5103, -0.2297, 4.5473], [-1.3132, 0.1722, 5.9149], [-2.2095, 0.2190, 3.5428], [5.7914, -0.3009, 2.7653], [8.2369, -0.0287, 2.6107], [8.1810, 0.0452, -1.4676], [5.7315, -0.1597, -1.5626], [-5.6291, 4.8025, -2.9496], [-6.2461, 3.5669, -2.9257], [-5.4527, 2.7289, -2.0513], [-6.0190, 1.6978, -1.3811], [-7.1557, 1.3435, -1.5583], [-5.1448, 0.9137, -0.4118], [-5.8381, 0.0723, 0.4661], [-5.1259, -0.7591, 1.3194], [-3.7413, -0.7592, 1.2514], [-3.0530, 0.0475, 0.4139], [-3.7552, 0.8758, -0.3893], [-6.1184, 5.4366, -3.4924], [-6.2797, 3.1110, -3.9358], [-7.2887, 3.5927, -2.5534], [-4.5744, 3.1511, -1.7883], [-6.9217, 0.0723, 0.4435], [-5.6364, -1.4123, 2.0118], [-3.1501, -1.4529, 1.8675], [-3.1611, 1.5203, -1.0362], [0.5637, 3.4503, -2.4421], [1.3262, 3.3272, -1.2288], [2.6314, 3.7128, -1.0804], [2.9850, 3.5036, 0.2121], [1.8855, 2.9859, 0.8448], [0.8721, 2.8816, -0.0449], [-0.7268, 2.3709, 0.3195], [1.1262, 3.0537, -3.2883], [0.3517, 4.5033, -2.6448], [-0.3803, 2.9147, -2.3277], [3.1995, 4.1269, -1.8882], [3.9118, 3.6926, 0.7154], [1.7899, 2.8905, 1.8467], [-1.0817, -2.8052, -0.1974], [-1.0114, -4.4124, 0.3611], [-1.1800, -5.4353, -0.4491], [-1.1566, -6.7727, 0.1145], [-0.6841, -6.6548, 1.5677], [-0.7025, -4.8715, 1.9908], [-1.3795, -5.3234, -1.4356], [-0.4791, -7.4030, -0.4708], [-2.1618, -7.2077, 0.0555], [0.3373, -7.0066, 1.7128], [-1.3356, -7.1747, 2.2675]], "forces_ev_per_a": [[-1.9, -0.4, 0.4], [0.1, 0.0, 0.2], [-0.3, 0.0, 0.0], [1.4, -0.5, -1.4], [-0.5, 0.0, -0.8], [0.2, 0.1, 1.1], [-0.3, -0.1, -0.6], [0.8, 0.1, 0.6], [-0.8, 0.0, -0.1], [0.2, 0.1, 0.0], [-0.7, -0.1, 0.0], [0.7, 0.0, -0.5], [1.9, 0.2, -0.1], [-0.3, 0.0, 0.8], [0.2, -0.1, -1.2], [-0.3, 0.0, 0.6], [0.0, 0.0, -0.2], [-0.3, 0.0, 0.0], [1.2, -0.2, 1.2], [0.2, 0.0, 0.0], [-0.1, 0.0, 0.0], [-0.9, -0.1, 0.3], [1.8, 0.2, 0.0], [-0.9, -0.1, -0.3], [-0.1, 0.0, 0.0], [-0.2, 0.1, 0.0], [0.1, 0.0, -0.1], [0.1, 0.0, 0.1], [0.1, 0.0, -0.1], [0.0, 0.0, 0.1], [0.1, 0.0, -0.1], [-0.2, 0.1, -0.1], [0.2, -0.1, 0.0], [-0.1, 0.0, 0.2], [0.0, 0.0, 0.1], [0.0, 0.0, -0.1], [-0.1, 0.0, -0.2], [0.5, 0.6, 0.2], [-1.4, -0.5, -1.0], [0.4, -0.1, 0.5], [0.5, 0.8, -0.6], [-0.3, -0.4, 0.2], [0.3, -0.3, 0.1], [0.3, 0.0, -0.1], [0.5, -0.1, 0.1], [-0.4, -0.4, 0.3], [-0.9, 0.3, -0.1], [-0.7, 0.5, -0.4], [0.0, -0.2, 0.1], [0.0, 0.1, 0.4], [0.5, 0.0, 0.0], [-0.1, -0.1, 0.2], [0.0, 0.0, 0.0], [0.0, -0.1, 0.0], [-0.2, 0.2, -0.2], [-0.2, -0.1, 0.1], [-0.6, 0.2, -0.8], [0.1, -0.4, 1.1], [0.5, 0.1, 0.3], [0.1, 0.1, -0.4], [-0.3, 0.1, -0.5], [0.3, 0.0, 0.1], [-0.8, -0.4, 0.3], [0.0, 0.0, 0.1], [0.0, -0.1, 0.1], [0.2, 0.1, -0.1], [0.1, 0.1, -0.2], [0.1, 0.1, 0.1], [-0.1, -0.1, -0.1], [-0.1, 1.0, -0.5], [0.1, -1.0, 0.5], [0.1, 0.9, 0.0], [-0.1, -0.8, 0.1], [0.2, 0.0, 0.3], [-0.1, 0.1, -0.3], [0.0, 0.2, 0.0], [-0.1, 0.1, 0.1], [0.2, 0.1, 0.0], [-0.1, 0.0, -0.1], [0.0, 0.0, -0.1]]}

---

2.
{"formula": "C32H31N2OP2S5SeY", "method": "the ωB97M-V functional and the def2-TZVPD basis", "total_energy_ev": -177865.6650, "multiplicity": 1, "homo_lumo_gap_ev": 6.1, "relative_energy_kcal_mol": 0.0, "charge": -2, "elements": ["Y", "S", "P", "C", "P", "S", "C", "C", "C", "C", "C", "C", "C", "C", "C", "C", "C", "C", "C", "C", "C", "C", "C", "C", "C", "C", "C", "C", "C", "C", "H", "H", "H", "H", "H", "H", "H", "H", "H", "H", "H", "H", "H", "H", "H", "H", "H", "H", "H", "H", "S", "C", "S", "S", "C", "N", "C", "C", "N", "C", "C", "Se", "H", "H", "H", "H", "H", "H", "H", "H", "C", "O", "H", "H", "H"], "coordinates": [[0.5921, 1.9161, -0.1137], [0.7160, 0.6156, 3.2791], [1.0663, -0.7087, 1.8303], [0.2859, -0.5503, 0.3387], [-1.3958, -0.4743, 0.3570], [-2.1776, 1.3986, 0.4440], [-2.1907, -1.4794, 1.6715], [-2.2634, -2.8651, 1.5346], [-2.7530, -3.6511, 2.5662], [-3.1731, -3.0576, 3.7495], [-3.0987, -1.6796, 3.8947], [-2.6086, -0.8922, 2.8606], [-2.0728, -1.2639, -1.1486], [-1.2179, -1.7993, -2.0997], [-1.7336, -2.3934, -3.2459], [-3.1050, -2.4620, -3.4370], [-3.9667, -1.9252, -2.4856], [-3.4502, -1.3225, -1.3496], [2.8667, -0.7019, 1.4574], [3.7932, -0.5738, 2.4911], [5.1513, -0.5667, 2.2183], [5.5986, -0.6668, 0.9044], [4.6824, -0.7785, -0.1294], [3.3196, -0.8070, 0.1478], [0.8960, -2.4173, 2.5204], [0.5321, -2.6532, 3.8386], [0.3793, -3.9544, 4.3051], [0.5982, -5.0301, 3.4579], [0.9661, -4.8013, 2.1359], [1.1076, -3.5032, 1.6715], [-1.9233, -3.3276, 0.6149], [-2.7899, -4.7283, 2.4543], [-3.5457, -3.6716, 4.5617], [-3.4105, -1.2140, 4.8223], [-2.5272, 0.1820, 2.9669], [-0.1501, -1.7156, -1.9358], [-1.0599, -2.7826, -3.9993], [-3.5065, -2.9205, -4.3337], [-5.0392, -1.9691, -2.6371], [-4.1101, -0.8792, -0.6120], [3.4305, -0.4491, 3.5050], [5.8649, -0.4591, 3.0274], [6.6608, -0.6369, 0.6888], [5.0170, -0.8156, -1.1587], [2.5947, -0.8742, -0.6541], [0.3561, -1.7982, 4.4816], [0.0771, -4.1263, 5.3322], [0.4756, -6.0448, 3.8202], [1.1315, -5.6372, 1.4656], [1.3658, -3.3136, 0.6350], [1.7788, 1.7088, -4.9807], [1.3648, 1.6599, -3.3472], [2.5524, 1.9009, -2.1038], [-0.2580, 1.4279, -2.8037], [1.4591, 5.1516, -3.7743], [0.0458, 4.8160, -3.7777], [-0.6936, 4.4731, -4.8887], [-1.9242, 4.1419, -4.4550], [-1.9287, 4.3011, -3.0839], [-2.9830, 3.8496, -2.2011], [-0.7021, 4.6717, -2.6651], [-0.1110, 4.8604, -0.9161], [1.7621, 5.3501, -4.8000], [2.0398, 4.3190, -3.3771], [1.6170, 6.0284, -3.1489], [-0.2558, 4.4273, -5.8675], [-2.7786, 3.7652, -4.9860], [-3.9401, 3.9669, -2.7087], [-2.9599, 4.4446, -1.2910], [-2.8237, 2.8041, -1.9314], [2.5164, 3.6383, 2.1034], [1.6392, 3.2304, 1.1240], [3.5652, 3.4565, 1.8192], [2.3421, 3.1148, 3.0549], [2.4201, 4.7212, 2.2958]], "forces_ev_per_a": [[0.0, 0.5, -0.3], [0.0, 0.0, 0.1], [0.1, -0.1, -0.1], [0.0, 0.1, 0.2], [0.1, -0.1, 0.0], [0.0, 0.1, 0.0], [0.0, 0.0, 0.0], [0.0, 0.0, 0.0], [0.0, 0.0, 0.0], [0.0, 0.0, 0.0], [0.0, 0.0, 0.0], [0.0, 0.0, 0.0], [-0.1, 0.0, 0.1], [0.0, 0.0, 0.0], [0.0, 0.0, 0.0], [0.0, 0.0, 0.0], [0.0, 0.0, 0.0], [0.0, 0.0, 0.0], [0.0, 0.0, 0.0], [0.0, 0.0, 0.0], [0.0, 0.0, 0.0], [0.0, 0.0, 0.0], [0.0, 0.0, 0.0], [0.0, 0.0, 0.0], [0.0, 0.0, 0.0], [0.0, 0.0, 0.0], [0.0, 0.0, 0.0], [0.0, 0.0, 0.0], [0.0, 0.0, 0.0], [0.0, 0.0, 0.0], [0.0, 0.0, 0.0], [0.0, 0.0, 0.0], [0.0, 0.0, 0.0], [0.0, 0.0, 0.0], [0.0, 0.0, 0.0], [0.0, 0.0, 0.0], [0.0, 0.0, 0.0], [0.0, 0.0, 0.0], [0.0, 0.0, 0.0], [0.0, 0.0, 0.0], [0.0, 0.0, 0.0], [0.0, 0.0, 0.0], [0.0, 0.0, 0.0], [0.0, 0.0, 0.0], [0.0, 0.0, 0.0], [0.0, 0.0, 0.0], [0.0, 0.0, 0.0], [0.0, 0.0, 0.0], [0.0, 0.0, 0.0], [0.0, 0.0, 0.0], [0.0, 0.0, -0.1], [0.0, 0.1, 0.1], [0.0, 0.0, 0.0], [0.0, 0.0, 0.0], [0.0, 0.0, 0.0], [0.0, 0.0, 0.0], [0.1, 0.0, 0.0], [0.0, 0.0, 0.0], [0.0, -0.1, 0.0], [0.0, 0.0, 0.0], [0.0, 0.0, 0.0], [-0.1, 0.1, 0.0], [0.0, 0.0, 0.0], [0.0, 0.0, 0.0], [0.0, 0.0, 0.0], [0.0, 0.0, 0.0], [0.0, 0.0, 0.0], [0.0, 0.0, 0.0], [0.0, 0.0, 0.0], [0.0, 0.0, 0.0], [-0.1, 0.1, 0.0], [0.0, -0.5, -0.1], [0.0, 0.0, 0.0], [0.0, 0.0, 0.0], [0.0, 0.0, 0.0]]}